Here is 2 unconnected molecules or ions with the total composition C26H50BrCl2F2N4O10P2 from the OMol25 dataset. Energies are from ωB97M-V/def2-TZVPD.

The multiplicity is 1. The relative energy (zero: lowest compared OMol25 entry of this formula, charge and spin) is 299.3 kcal per mole. Its total charge is +1.

Positions of all 97 atoms, in Å:
C (2.4547, 3.5015, 3.9412)
C (2.6274, 2.3615, 2.7358)
O (1.4243, 2.4744, 1.8995)
C (1.4268, 1.2326, 1.0500)
C (0.3370, 1.3511, -0.0899)
N (-0.4172, 0.2483, -0.7838)
C (0.2852, -1.0335, -1.1658)
C (1.7777, -1.3813, -0.6584)
C (2.8553, -0.4460, -1.5381)
O (4.2473, -0.5838, -1.0586)
C (5.1224, 0.0531, -2.0822)
O (5.2999, -0.4333, -3.3323)
C (-0.5898, -2.4415, -1.1136)
C (-0.0307, -3.4270, -2.3637)
O (0.2055, -4.8150, -1.9186)
C (1.5776, -5.2645, -2.1956)
O (1.8371, -6.3929, -1.2403)
C (3.2757, -6.5269, -0.9673)
C (3.8718, -5.5012, 0.1640)
O (3.1360, -5.4781, 1.4377)
P (-0.0931, -3.5237, 0.4294)
N (-1.1757, -4.6353, 0.8368)
N (-1.9994, -2.3191, -1.4340)
C (-2.6707, -0.9775, -1.4885)
C (-4.2530, -1.2588, -1.2137)
C (-5.3378, -0.8419, -2.3715)
C (-6.8225, -0.9957, -1.5980)
F (-7.0640, -2.4675, -1.5429)
P (-2.2878, -0.5996, -3.3661)
O (-3.1609, 0.7335, -4.0175)
Br (-3.0389, -2.3642, -4.6778)
C (-1.9457, 0.1463, -0.4439)
C (-2.6979, 1.5206, -1.0352)
C (-3.0625, 2.7801, -0.1218)
N (-4.3900, 2.7082, 0.6705)
C (-2.3992, -0.1084, 1.0660)
Cl (-2.8236, -1.8972, 1.5885)
C (-1.5693, 0.3394, 2.3802)
C (-2.1619, -0.3543, 3.8000)
Cl (-1.6131, 2.1172, 2.8787)
H (1.5209, 3.1929, 4.5820)
H (2.1912, 4.5265, 3.4100)
H (3.4420, 3.6416, 4.5554)
H (2.7785, 1.2889, 3.1793)
H (3.6308, 2.6419, 2.1814)
H (2.5221, 1.2903, 0.5680)
H (1.4726, 0.2992, 1.7424)
H (0.8982, 2.0279, -0.9140)
H (-0.4300, 2.1574, 0.3486)
H (-0.5039, 0.7229, -1.7613)
H (0.4912, -0.9855, -2.3563)
H (1.9859, -1.3887, 0.4856)
H (2.1251, -2.4702, -1.0120)
H (2.4938, 0.6529, -1.6890)
H (2.8425, -0.9435, -2.6235)
H (5.7682, 1.0199, -1.8259)
H (-0.7738, -3.4845, -3.2583)
H (0.9975, -3.0457, -2.7953)
H (2.4180, -4.4799, -1.9843)
H (1.6093, -5.7408, -3.2700)
H (3.8408, -6.3767, -1.9810)
H (3.4508, -7.6365, -0.5630)
H (3.8826, -4.3858, -0.2611)
H (4.9889, -5.7975, 0.3574)
H (3.4324, -4.6223, 1.9042)
H (-0.0601, -2.5864, 1.5467)
H (1.2661, -4.0337, 0.3060)
H (-1.9265, -4.6516, 0.1233)
H (-2.5908, -3.0282, -0.9926)
H (-4.5541, -2.3913, -0.9793)
H (-4.6975, -0.6910, -0.2565)
H (-5.4354, -1.5871, -3.2656)
H (-5.3254, 0.2960, -2.6773)
H (-6.8427, -0.4624, -0.5574)
H (-7.6270, -0.5444, -2.3222)
H (-3.3490, 0.6341, -4.9988)
H (-2.1285, 1.9918, -1.9773)
H (-3.7529, 1.2862, -1.5489)
H (-3.3749, 3.6293, -0.9179)
H (-2.2137, 3.3315, 0.4622)
H (-4.3491, 3.3308, 1.5096)
H (-5.1870, 2.9827, 0.0373)
H (-3.4924, 0.3739, 1.2033)
H (-0.5260, -0.1752, 2.3324)
H (-1.6469, -1.3822, 4.0429)
H (-3.3264, -0.3484, 3.8540)
H (-1.8217, 0.3311, 4.7214)
C (4.0671, 8.1606, 1.5896)
C (2.8620, 7.2906, 1.7008)
O (3.0823, 6.5733, 2.8940)
C (3.8367, 7.4004, 3.6707)
O (4.0001, 7.2523, 4.8704)
O (4.3825, 8.4219, 2.9425)
F (2.8078, 6.4087, 0.6776)
H (4.9123, 7.6546, 1.1112)
H (3.8619, 9.0884, 1.0487)
H (1.9169, 7.8396, 1.7704)

Here is 12 unconnected molecules or ions with the total composition C26H50Cl20N6O6 from the OMol25 dataset. Energies are from ωB97M-V/def2-TZVPD.

The multiplicity is 1. The SMILES is ClC(Cl)(Cl)Cl.ClC(Cl)(Cl)Cl.ClC(Cl)(Cl)Cl.ClC(Cl)(Cl)Cl.CN(C)C=O.CN(C)C=O.CN(C)C=O.CN(C)C=O.CN(C)C=O.CN(C)C=O.ClCCCl.ClCCCl.

Positions of all 108 atoms, in Å:
Cl (1.2207, 0.9182, -6.6602)
C (1.0450, -0.5009, -5.6797)
Cl (-0.2721, -1.5425, -6.3022)
Cl (2.6356, -1.4228, -5.5061)
Cl (0.5366, -0.0025, -4.0159)
Cl (-1.2538, -0.2954, -0.9273)
C (-0.0714, 0.6449, -0.0426)
Cl (-0.4446, 2.4214, -0.2185)
Cl (-0.1148, 0.2702, 1.6558)
Cl (1.6214, 0.3079, -0.5470)
Cl (-3.2294, 4.6657, 0.9708)
C (-2.6019, 4.6720, 2.6182)
Cl (-3.8819, 5.1441, 3.7303)
Cl (-2.0173, 3.0215, 3.0201)
Cl (-1.2078, 5.8803, 2.7242)
Cl (-4.2389, 0.8674, 0.8134)
C (-4.5817, -0.7166, 1.4281)
Cl (-5.7560, -0.6227, 2.8135)
Cl (-5.1089, -1.7326, 0.0159)
Cl (-3.1211, -1.5058, 2.0022)
C (-4.0912, 1.9722, -5.5160)
N (-3.7547, 2.5679, -4.1952)
C (-4.8440, 2.9935, -3.2987)
C (-2.4644, 2.6282, -3.7996)
O (-2.0310, 3.1433, -2.7148)
H (-4.8099, 2.5904, -6.0539)
H (-4.4278, 0.9368, -5.4648)
H (-3.2312, 2.0872, -6.1758)
H (-4.5062, 3.5604, -2.4312)
H (-5.3245, 3.6826, -3.9934)
H (-5.6291, 2.2899, -3.0218)
H (-1.7803, 2.2621, -4.5809)
C (2.9825, -4.0558, 1.6323)
N (1.6775, -4.2579, 1.0612)
C (1.1990, -5.5753, 1.0225)
C (0.8477, -3.1932, 0.7689)
O (-0.3163, -3.2900, 0.4102)
H (3.6461, -4.7220, 1.0811)
H (2.9384, -4.2911, 2.6957)
H (3.1827, -2.9964, 1.4721)
H (0.1196, -5.7130, 0.9598)
H (1.6007, -6.0378, 0.1209)
H (1.5567, -6.1673, 1.8649)
H (1.3758, -2.2362, 0.9007)
C (1.2420, 4.1943, -4.0203)
N (1.5049, 4.5050, -2.6161)
C (0.5225, 5.4009, -1.9731)
C (2.6469, 4.1525, -2.0272)
O (2.9166, 4.4561, -0.8526)
H (0.3441, 3.5766, -4.0389)
H (2.1144, 3.6649, -4.4034)
H (1.0993, 5.1404, -4.5425)
H (0.6963, 5.5699, -0.9104)
H (0.5387, 6.3337, -2.5367)
H (-0.4369, 4.8840, -1.9505)
H (3.3921, 3.7047, -2.7027)
C (2.0149, 5.7728, 2.4604)
N (2.7942, 4.6224, 2.9494)
C (3.7467, 4.7084, 4.1219)
C (2.7213, 3.4488, 2.3281)
O (3.3144, 2.4636, 2.7799)
H (2.6559, 6.6401, 2.3020)
H (1.3862, 5.9290, 3.3371)
H (1.5222, 5.6117, 1.5016)
H (4.3639, 3.8303, 4.3118)
H (4.4303, 5.5369, 3.9367)
H (3.2543, 5.0342, 5.0381)
H (1.9698, 3.3416, 1.5306)
C (-1.8693, -3.1657, -2.8434)
N (-2.7027, -4.3500, -2.6361)
C (-3.3889, -4.9316, -3.7966)
C (-2.9157, -4.9357, -1.4076)
O (-3.6130, -5.9542, -1.2152)
H (-1.0672, -3.5266, -3.4872)
H (-1.5103, -2.7488, -1.9025)
H (-2.3493, -2.3411, -3.3706)
H (-3.5245, -5.9843, -3.5485)
H (-4.2402, -4.3202, -4.0958)
H (-2.7446, -4.9942, -4.6737)
H (-2.2995, -4.4506, -0.6348)
C (-2.2658, -4.8821, 2.9842)
N (-3.7256, -5.0664, 3.1564)
C (-4.4636, -5.6200, 1.9633)
C (-4.3508, -4.6644, 4.3214)
O (-5.5333, -4.8627, 4.6527)
H (-1.7875, -5.7447, 2.5202)
H (-1.6922, -4.6536, 3.8824)
H (-2.0675, -4.2511, 2.1178)
H (-4.6724, -4.9109, 1.1622)
H (-4.0323, -6.5748, 1.6626)
H (-5.4004, -5.9393, 2.4199)
H (-3.6602, -4.1778, 5.0275)
Cl (2.5805, 1.0717, 6.1893)
C (3.9402, 0.0996, 5.4440)
C (3.3763, -0.7021, 4.1798)
Cl (2.4317, -2.0295, 4.7963)
H (4.4545, -0.4835, 6.2080)
H (4.6045, 0.8895, 5.0934)
H (4.1018, -1.2334, 3.5638)
H (2.8068, -0.0997, 3.4721)
Cl (5.5856, -1.0671, -0.6376)
C (6.1183, 0.6142, -0.5089)
C (7.3643, 0.7216, 0.3328)
Cl (7.1424, 0.0613, 1.9848)
H (5.2718, 1.1418, -0.0694)
H (6.3087, 0.8937, -1.5451)
H (7.6546, 1.7562, 0.5157)
H (8.3059, 0.2437, 0.0625)

Gap between HOMO and LUMO (computed, eV): 7.300; 8.301
Molar mass (computed, g/mol): 829.458; 1251.782
Total energy (computed, eV): -173285.233; -299444.396